*a*
Molecular formula: C5H10O
Method: DFT, ωB97M-V with the def2-TZVPD basis set

Summary:
LUMO level (alpha / beta) ... 0.90 / 0.94 eV
HOMO level (alpha / beta) ... -6.67 / -7.28 eV

The geometry in ORCA input format:
```
! wB97M-V def2-TZVPD RIJCOSX def2/J DEFGRID3
* xyz 0 1
C -1.95 0.12 -0.85
C -0.87 1.07 -0.28
C 0.34 0.30 0.15
C 0.77 0.03 1.53
C 2.06 -1.06 -0.60
O 1.05 -0.20 -0.81
H -2.24 -0.62 -0.10
H -1.55 -0.41 -1.72
H -2.84 0.68 -1.15
H -1.27 1.61 0.59
H -0.60 1.81 -1.04
H 1.88 0.05 1.52
H 0.37 0.77 2.24
H 0.50 -0.97 1.90
H 1.87 -1.80 0.16
H 2.50 -1.38 -1.53
*
```

=====

*b*
Molecular formula: C5H10O
Method: DFT, ωB97M-V with the def2-TZVPD basis set

Summary:
LUMO level ... 1.13 eV
SMILES string ... COC1(C)CC1
HOMO level ... -9.09 eV

The geometry in ORCA input format:
```
! wB97M-V def2-TZVPD RIJCOSX def2/J DEFGRID3
* xyz 0 1
C 1.99 -0.40 0.47
O 1.13 0.66 0.15
C -0.22 0.34 -0.07
C -1.02 1.63 -0.10
C -0.63 -0.74 -1.01
C -0.86 -0.91 0.48
H 1.58 -0.99 1.30
H 2.17 -1.07 -0.39
H 2.94 0.03 0.78
H -2.07 1.46 0.16
H -0.60 2.35 0.60
H -0.98 2.08 -1.10
H -1.47 -0.57 -1.67
H 0.15 -1.37 -1.44
H -0.26 -1.69 0.95
H -1.86 -0.82 0.90
*
```

=====

*c*
Molecular formula: C5H10O
Method: DFT, ωB97M-V with the def2-TZVPD basis set

Summary:
LUMO level ... 1.12 eV
SMILES string ... CC[C@H]1O[C@H]1C
HOMO level ... -9.73 eV

The geometry in ORCA input format:
```
! wB97M-V def2-TZVPD RIJCOSX def2/J DEFGRID3
* xyz 0 1
C 2.22 0.70 -0.74
C 0.84 0.90 -0.09
C 0.18 -0.33 0.61
O -0.63 0.16 1.67
C -1.25 -0.82 0.87
C -2.26 -0.70 -0.23
H 2.95 0.30 -0.03
H 2.62 1.66 -1.09
H 2.19 0.03 -1.60
H 0.98 1.60 0.74
H 0.19 1.45 -0.79
H 0.91 -1.13 0.76
H -1.50 -1.66 1.55
H -2.04 0.17 -0.85
H -3.32 -0.72 0.06
H -2.09 -1.60 -0.84
*
```

=====

Most stable structure: *b*